Below is a single C15H18N4O3S3 molecule in a non-equilibrium geometry, with properties calculated with ωB97M-V/def2-TZVPD.

Computed properties:
SMILES: CCSc1nnc(SCC(=O)N2CCN(C(=O)c3ccco3)CC2)s1
Gap between HOMO and LUMO (eV): 8.8
M (u): 398.53
Lowest unoccupied orbital energy (Ha): 0.0186

Geometry as ORCA input:
```
! RIJCOSX wB97M-V def2-TZVPD def2/J DEFGRID3
* xyz 0 1
C 3.1195 -3.3928 -5.8796
C 3.6559 -4.6497 -5.2270
S 4.6673 -4.2808 -3.7481
C 3.4243 -3.8499 -2.6376
N 2.1600 -3.8651 -2.8909
N 1.4019 -3.5052 -1.8713
C 2.0632 -3.1967 -0.8124
S 1.3653 -2.7101 0.6925
C -0.3106 -2.2499 0.1223
C -0.3121 -0.8078 -0.3568
O -0.3493 -0.5374 -1.5396
N -0.2430 0.1421 0.6033
C -0.2626 1.5366 0.2096
C -1.2793 2.3132 1.0376
N -0.9738 2.1842 2.4493
C -1.6040 2.8364 3.4612
O -1.3008 2.6383 4.6290
C -2.6630 3.8060 3.1480
C -3.3094 4.6033 4.0620
C -4.2555 5.3552 3.3377
C -4.1246 4.9639 2.0389
O -3.1703 4.0331 1.9113
C 0.0058 1.1749 2.7937
C -0.2714 -0.1155 2.0314
S 3.8113 -3.3427 -0.9918
H 3.9310 -2.7173 -6.1407
H 2.5801 -3.6582 -6.7861
H 2.4345 -2.8841 -5.2063
H 2.8514 -5.3056 -4.9002
H 4.3344 -5.1891 -5.8874
H -0.5476 -2.9042 -0.7150
H -0.9837 -2.4208 0.9596
H -0.5332 1.5708 -0.8481
H 0.7352 1.9738 0.3235
H -1.2502 3.3649 0.7395
H -2.2857 1.9279 0.8312
H -3.1118 4.6290 5.1133
H -4.9377 6.0828 3.7258
H -4.6356 5.2637 1.1448
H -0.0727 1.0050 3.8701
H 1.0174 1.5339 2.5763
H 0.4867 -0.8572 2.3005
H -1.2573 -0.4992 2.3265
*
```

Mulliken atomic charge list, values in e, 2 entries: C -0.994; C -0.392

---

Below is a single C15H18N4O4 molecule in a non-equilibrium geometry, with properties calculated with ωB97M-V/def2-TZVPD.

Computed properties:
SMILES: CC(C)[C@H](NC(=O)CCn1nnc2ccccc2c1=O)C(=O)O
Gap between HOMO and LUMO (eV): 9.3
M (u): 318.33
Lowest unoccupied orbital energy (Ha): -0.0009

Geometry as ORCA input:
```
! RIJCOSX wB97M-V def2-TZVPD def2/J DEFGRID3
* xyz 0 1
C 4.1624 2.0908 0.3248
C 3.4596 1.0380 -0.5239
C 3.1977 1.5480 -1.9384
C 2.1497 0.5548 0.1483
N 1.6746 -0.6733 -0.4473
C 1.9598 -1.8800 0.0939
O 2.8030 -2.0339 0.9475
C 1.1110 -3.0174 -0.4559
C -0.2011 -3.0968 0.3357
N -1.0668 -1.9644 0.0694
N -1.7408 -2.0334 -1.0802
N -2.5189 -1.1420 -1.4490
C -2.7391 -0.0320 -0.6707
C -3.6309 0.9520 -1.1108
C -3.8543 2.0607 -0.3286
C -3.2050 2.2121 0.8981
C -2.3233 1.2536 1.3439
C -2.0815 0.1248 0.5618
C -1.1289 -0.9019 0.9732
O -0.4429 -0.8814 1.9735
C 1.0301 1.5662 0.0366
O 0.0790 1.4300 -0.6934
O 1.1833 2.6231 0.8253
H 4.3889 1.6944 1.3110
H 5.0951 2.3846 -0.1507
H 3.5416 2.9748 0.4428
H 4.0996 0.1516 -0.5800
H 4.1394 1.7696 -2.4350
H 2.6011 2.4581 -1.9179
H 2.6680 0.8026 -2.5267
H 2.3560 0.3608 1.2081
H 0.9225 -0.5634 -1.1134
H 1.6545 -3.9513 -0.3170
H 0.8925 -2.8745 -1.5148
H 0.0121 -3.1010 1.4073
H -0.7464 -3.9997 0.0531
H -4.1207 0.8158 -2.0616
H -4.5378 2.8266 -0.6642
H -3.3964 3.0902 1.4975
H -1.8038 1.3477 2.2861
H 0.4342 3.2339 0.7293
*
```

Mulliken atomic charge list, values in e, 2 entries: C -1.457; C 0.305

---

The evaluated E_HOMO for the records listed, in turn: -0.3047 -0.3409 hartree.